Entry from the Open Molecules 2025 dataset: a structure of composition C36H94KN8O14S in a non-equilibrium geometry (ωB97M-V/def2-TZVPD).

The geometry in XYZ format:
```
154
Properties=species:S:1:pos:R:3:forces:R:3:lowdin_charge:R:1
K -19.734 0.093 -10.634 0.06 -0.61 -0.65 0.9415
S -19.427 -3.507 -14.554 -2.03 -1.66 -0.94 0.0211
O -19.271 -4.349 -15.761 0.42 0.11 -0.66 -0.4863
O -19.970 -2.194 -14.895 -0.67 2.25 -0.75 -0.5012
O -20.374 -4.181 -13.662 -1.62 -0.85 1.36 -0.5077
O -18.201 -3.349 -13.836 3.75 0.66 1.54 -0.4742
O -13.650 -7.010 -23.482 -1.29 0.60 0.77 0.0993
C -14.286 -6.122 -22.963 0.01 -0.42 -0.37 -0.4429
O -15.396 -6.284 -22.134 1.32 -0.26 -0.66 0.0007
C -15.731 -5.027 -21.498 -0.30 0.32 -1.48 -0.1268
C -15.132 -3.966 -22.464 -0.44 0.57 2.00 -0.1720
C -13.937 -4.642 -23.004 0.25 -0.93 -0.43 -0.1123
H -15.340 -5.005 -20.481 0.01 0.00 -0.10 0.1292
H -16.816 -4.933 -21.526 0.10 -0.24 0.46 0.1255
H -14.803 -3.106 -21.880 -0.45 0.31 -0.13 0.1154
H -15.876 -3.669 -23.204 0.20 -0.05 -0.07 0.1193
H -13.113 -4.664 -22.291 0.30 0.66 -0.01 0.1356
H -13.628 -4.232 -23.965 0.27 -0.56 0.04 0.1289
C -23.181 4.773 -18.380 0.83 -0.14 -0.17 -0.0733
C -23.279 3.465 -17.595 -0.42 0.70 -0.80 -0.4258
C -24.589 2.721 -17.834 -0.01 -0.01 -0.33 -0.2187
O -25.739 3.472 -17.460 1.11 0.26 0.72 -0.1873
C -26.884 2.691 -17.588 -0.96 0.87 0.21 -0.1367
N -22.039 2.678 -17.856 -1.11 -0.13 0.76 0.0482
H -22.260 5.239 -18.029 -0.18 0.46 0.10 0.0686
H -24.028 5.458 -18.364 -0.03 -0.21 0.41 0.0722
H -22.956 4.567 -19.426 -0.20 -0.26 -0.18 0.0721
H -23.316 3.679 -16.527 0.27 0.20 0.11 0.1351
H -24.464 1.821 -17.232 -0.57 -0.44 0.04 0.1207
H -24.813 2.464 -18.869 0.79 -0.39 -0.40 0.1274
H -26.753 1.719 -17.114 -0.21 -0.20 -0.26 0.0914
H -27.247 2.679 -18.615 0.38 -0.74 -0.43 0.0859
H -27.692 3.244 -17.108 0.02 -0.13 0.51 0.0844
H -22.166 2.016 -18.608 -0.17 0.22 -0.73 0.0689
H -21.983 2.031 -17.083 0.49 -0.10 0.46 0.0670
C -27.593 -2.614 -10.638 0.34 0.18 0.67 -0.0649
C -26.294 -3.407 -10.447 -0.44 -0.52 -0.67 -0.4317
C -26.358 -4.851 -11.127 -0.56 1.17 1.92 -0.1658
O -27.500 -5.546 -10.658 -0.99 -1.37 -0.54 -0.2135
C -27.395 -6.091 -9.346 0.58 1.29 0.12 -0.1021
N -25.142 -2.621 -10.893 0.12 -0.58 -0.32 0.0282
H -28.450 -3.127 -10.202 -0.03 -0.24 -0.44 0.0711
H -27.766 -2.299 -11.667 -0.09 -0.41 -0.16 0.0770
H -27.531 -1.684 -10.072 0.25 0.13 0.07 0.0694
H -26.133 -3.553 -9.379 -0.15 -0.12 0.11 0.1157
H -25.519 -5.450 -10.772 0.67 0.23 -0.60 0.1155
H -26.437 -4.743 -12.209 0.13 -0.23 0.03 0.1292
H -28.196 -6.757 -9.024 -0.51 0.43 -0.70 0.0855
H -27.351 -5.190 -8.734 -0.13 -0.42 0.92 0.0741
H -26.503 -6.684 -9.142 0.52 0.08 -0.48 0.0826
H -25.269 -2.345 -11.856 -0.43 0.42 -0.31 0.0668
H -24.418 -3.311 -11.033 0.81 -0.02 0.35 0.0663
C -23.569 -5.175 -20.631 -2.02 -0.40 0.92 -0.0634
C -23.868 -3.999 -19.662 -0.36 -0.56 -0.17 -0.4381
C -24.558 -4.447 -18.287 0.11 -0.50 -1.72 -0.1562
O -25.831 -5.057 -18.434 2.44 -1.43 -0.34 -0.2041
C -26.859 -4.209 -18.708 -0.77 0.66 0.45 -0.1541
N -22.612 -3.386 -19.388 1.59 0.21 1.39 0.0185
H -24.517 -5.655 -20.872 -0.42 0.09 -0.14 0.0597
H -23.099 -5.994 -20.086 0.89 0.22 -0.25 0.0785
H -23.164 -4.897 -21.604 0.59 0.14 0.49 0.0744
H -24.387 -3.255 -20.266 -0.87 -0.01 0.37 0.1199
H -24.636 -3.666 -17.531 0.27 0.49 -0.20 0.1228
H -23.895 -5.219 -17.895 0.00 -0.03 0.16 0.1280
H -26.563 -3.204 -19.008 0.22 0.10 -0.19 0.0828
H -27.332 -4.131 -17.730 -1.25 0.42 -0.33 0.0887
H -27.440 -4.662 -19.512 -0.55 0.21 0.25 0.0901
H -22.052 -4.083 -18.918 0.88 -0.92 -0.64 0.0781
H -22.642 -2.851 -18.532 -0.63 1.33 0.02 0.0732
C -14.918 1.480 -17.207 -0.29 1.66 0.50 -0.0344
C -15.030 2.540 -16.034 1.04 -1.54 -0.49 -0.4416
C -15.191 3.980 -16.473 0.59 -0.28 0.48 -0.2271
O -13.911 4.485 -16.848 -1.24 1.66 -0.31 -0.1872
C -13.940 5.940 -17.072 1.04 -1.61 0.52 -0.0813
N -16.038 2.202 -15.067 -1.32 -0.43 0.29 0.0157
H -13.901 1.443 -17.599 -0.01 -0.19 0.09 0.0673
H -15.549 1.871 -18.005 -0.17 -0.39 -0.23 0.0656
H -15.283 0.509 -16.873 0.20 0.01 -0.11 0.0740
H -14.137 2.410 -15.422 0.54 0.65 -0.36 0.1325
H -15.585 4.506 -15.604 0.10 0.32 0.15 0.1117
H -15.939 4.082 -17.260 0.00 -0.03 -0.41 0.1237
H -14.337 6.249 -18.038 0.08 -0.34 -0.20 0.0782
H -12.874 6.137 -16.960 -0.13 0.65 -0.41 0.0820
H -14.472 6.507 -16.308 -0.18 -0.34 0.31 0.0759
H -16.917 2.037 -15.538 -0.54 0.30 -0.21 0.0753
H -15.843 1.261 -14.757 0.23 -0.17 0.40 0.0729
C -21.288 -7.210 -7.118 0.34 0.03 0.53 -0.0707
C -19.907 -7.530 -7.612 1.36 -1.12 -0.90 -0.4404
C -19.702 -9.011 -8.137 -0.42 0.55 0.80 -0.1717
O -19.771 -9.973 -7.077 -0.61 1.27 0.13 -0.1980
C -19.543 -11.264 -7.526 0.06 -0.94 0.20 -0.1495
N -19.470 -6.517 -8.572 0.46 -0.09 -0.24 0.0329
H -21.213 -6.246 -6.614 -0.22 0.05 0.03 0.0737
H -21.573 -7.960 -6.380 -0.37 0.00 -0.14 0.0766
H -22.007 -7.107 -7.931 -0.06 -0.26 0.00 0.0789
H -19.166 -7.462 -6.815 -0.24 0.12 0.47 0.1299
H -18.712 -9.193 -8.555 0.05 0.71 -0.63 0.1201
H -20.504 -9.200 -8.852 0.07 -0.28 -0.40 0.1224
H -18.501 -11.576 -7.454 0.40 0.22 0.11 0.0810
H -19.814 -11.434 -8.568 -0.41 0.10 -0.08 0.0859
H -20.109 -11.921 -6.866 -0.09 -0.21 -0.19 0.0854
H -18.570 -6.782 -8.948 0.42 0.11 0.17 0.0679
H -20.009 -6.403 -9.418 -0.74 -0.21 0.08 0.0765
C -9.958 -1.887 -11.571 1.12 -0.05 0.92 -0.0955
C -11.088 -1.533 -12.471 -0.78 -0.31 -0.38 -0.4370
C -10.845 -2.135 -13.878 0.84 -0.10 1.09 -0.1807
O -9.841 -1.406 -14.572 -1.73 1.13 1.77 -0.1722
C -9.259 -2.053 -15.603 1.28 -0.87 -1.22 -0.1661
N -12.327 -2.047 -11.853 0.23 -0.25 -0.38 0.0396
H -10.081 -1.355 -10.627 0.21 0.12 0.03 0.0798
H -8.995 -1.641 -12.018 -0.01 0.31 0.01 0.0821
H -9.872 -2.938 -11.297 -0.39 -0.30 -0.24 0.0794
H -11.121 -0.445 -12.429 -0.27 0.12 -0.72 0.1356
H -11.766 -2.361 -14.415 -0.10 0.62 -0.46 0.1253
H -10.414 -3.105 -13.632 0.03 -0.55 -0.19 0.1153
H -8.408 -1.445 -15.909 -0.17 0.11 -0.41 0.0914
H -9.931 -2.266 -16.435 -0.13 0.18 -0.26 0.0906
H -8.815 -3.006 -15.315 -0.03 -0.44 0.28 0.0848
H -13.051 -2.180 -12.544 -0.37 0.55 -0.28 0.0655
H -12.158 -3.010 -11.599 0.22 -0.26 0.46 0.0625
C -13.786 -9.563 -12.688 0.57 0.14 -1.32 -0.0593
C -13.816 -8.099 -13.264 -1.56 -1.92 1.56 -0.4231
C -13.739 -7.915 -14.757 0.50 -0.42 0.35 -0.2242
O -12.403 -8.144 -15.094 0.12 -0.30 -1.04 -0.1744
C -12.179 -7.967 -16.462 2.01 0.22 -0.65 -0.1404
N -15.063 -7.554 -12.761 -0.02 1.32 0.02 0.0273
H -13.923 -9.690 -11.615 0.43 0.80 0.09 0.0663
H -12.846 -10.005 -13.020 0.04 -0.34 0.24 0.0633
H -14.593 -10.189 -13.070 -0.14 0.17 -0.57 0.0668
H -12.970 -7.575 -12.821 -0.05 0.24 0.00 0.1352
H -14.005 -6.885 -14.992 -0.16 0.27 -0.08 0.1277
H -14.363 -8.574 -15.361 -0.46 -0.19 0.23 0.1354
H -12.351 -6.956 -16.831 -0.21 0.38 0.36 0.0853
H -12.608 -8.610 -17.230 -0.93 -0.63 0.63 0.0854
H -11.113 -8.168 -16.570 0.20 0.23 -0.16 0.0835
H -15.879 -8.041 -13.106 0.01 -0.56 -0.04 0.0773
H -15.149 -6.665 -13.233 -0.43 0.67 0.38 0.0679
C -21.820 -11.652 -15.717 -0.85 -0.36 -0.07 -0.0753
C -22.392 -10.460 -15.000 -0.18 0.67 -0.01 -0.4569
C -23.503 -10.831 -13.926 1.68 -0.33 -1.39 -0.1640
O -24.582 -11.597 -14.502 1.23 1.04 1.11 -0.1869
C -25.354 -10.822 -15.378 -0.71 -0.48 -0.11 -0.1306
N -21.308 -9.683 -14.399 0.26 -0.23 0.77 0.0273
H -22.605 -12.043 -16.364 -0.17 -0.37 0.15 0.0691
H -21.548 -12.411 -14.984 0.54 -0.12 -0.34 0.0827
H -21.060 -11.340 -16.433 0.49 -0.15 0.47 0.0795
H -22.739 -9.843 -15.829 -1.19 0.17 0.13 0.1211
H -23.731 -9.917 -13.379 -1.02 0.26 -0.32 0.1120
H -23.022 -11.430 -13.153 0.00 -0.48 -0.24 0.1179
H -26.283 -11.383 -15.484 -0.19 0.21 -0.09 0.0847
H -24.923 -10.738 -16.375 0.26 0.20 -0.02 0.0809
H -25.567 -9.839 -14.957 -0.01 0.15 -0.09 0.0918
H -20.740 -9.287 -15.134 0.24 -0.16 -0.15 0.0755
H -21.632 -8.858 -13.914 -0.33 0.07 0.22 0.0712
```
Positions in Å, forces in eV/Å.

Values from the calculation:
frontier orbital gap: 2.15 eV
charge: -1
lowest unoccupied orbital energy: -0.21 eV
multiplicity: 1

Entry from the Open Molecules 2025 dataset: a structure of composition C34H40BrClCoN9OS2 in a non-equilibrium geometry (ωB97M-V/def2-TZVPD).

The geometry in XYZ format:
```
89
Properties=species:S:1:pos:R:3:forces:R:3:lowdin_charge:R:1
Co -0.907 1.799 -2.233 1.74 -1.55 -0.37 0.4888
C -2.060 2.274 3.655 -0.30 -0.17 0.85 0.0091
C -1.050 2.307 2.528 -1.52 0.52 0.05 -0.2865
N 0.103 1.758 2.635 1.94 -0.07 0.26 0.1003
N 0.769 1.972 1.454 -1.49 0.49 0.04 0.0595
C -0.016 2.651 0.604 -0.24 -0.38 0.83 -0.7238
S 0.519 3.080 -0.902 0.56 1.20 -0.84 0.7199
N -1.213 2.849 1.252 2.23 -0.60 0.30 -0.0635
N -2.366 3.247 0.620 -1.47 1.71 0.12 0.1294
H -2.628 3.219 3.962 0.81 -1.24 -1.14 0.1116
H -1.549 1.959 4.586 0.19 0.30 -0.64 0.0916
H -2.722 1.408 3.484 -0.24 0.69 -0.17 0.0901
H 1.712 1.665 1.195 -0.59 -0.03 0.64 0.1639
H -2.170 3.504 -0.375 0.06 -0.43 1.01 0.0333
H -2.765 4.105 1.078 0.68 -1.07 -0.46 0.1402
S -4.999 3.454 -2.714 0.83 -0.39 -0.11 0.9809
C -3.912 4.839 -2.577 -0.62 -1.84 0.47 -0.3659
C -2.668 4.316 -2.387 0.70 0.75 0.26 -0.2755
C -2.457 2.885 -2.289 -1.72 1.44 -1.70 -0.3519
C -3.630 2.256 -2.570 -1.71 2.73 0.18 -0.4861
C -3.808 0.842 -2.575 1.15 -2.27 0.76 -0.2740
C -5.005 0.203 -2.220 -0.77 -0.33 -0.89 -0.0162
C -5.041 -1.190 -1.985 1.06 0.45 0.03 -0.0383
C -3.825 -1.879 -2.091 0.15 0.46 -0.48 -0.0653
C -2.698 -1.200 -2.612 0.92 0.07 1.07 -0.1415
N -2.600 0.138 -2.735 -2.65 -0.08 -0.32 0.0566
H -4.276 5.886 -2.499 0.38 -1.08 -0.38 0.0889
H -1.857 5.009 -2.303 0.62 0.27 0.21 0.0841
H -5.933 0.811 -2.247 0.73 -0.52 0.37 0.1112
H -5.933 -1.759 -1.690 0.29 0.66 -0.09 0.1195
H -3.735 -2.913 -1.753 -0.06 0.23 -0.56 0.1064
H -1.727 -1.732 -2.786 -1.07 0.35 0.19 0.1222
C -1.540 2.163 -7.471 0.49 -0.53 -0.27 -0.0358
C -0.528 2.398 -6.355 0.79 -0.12 -0.88 -0.2364
C 0.592 3.231 -6.485 1.08 -1.25 0.18 0.0111
C 1.636 3.230 -5.516 -0.65 1.52 -0.25 -0.0906
C 1.432 2.561 -4.322 -0.78 -1.18 -1.30 -0.6690
Br 2.971 2.318 -3.162 -1.03 0.25 -0.51 0.7519
N 0.278 1.859 -4.171 0.67 -0.14 1.44 -0.0127
C -0.624 1.712 -5.152 -0.38 1.32 0.86 -0.0851
H -1.157 2.451 -8.491 -0.39 0.04 1.20 0.0975
H -2.435 2.729 -7.195 -0.08 -0.18 -0.47 0.0846
H -1.783 1.067 -7.554 0.09 1.10 0.28 0.0985
H 0.831 3.675 -7.448 -0.35 0.33 0.20 0.1217
H 2.497 3.915 -5.648 -0.50 -0.88 -0.02 0.1192
H -1.567 1.236 -4.837 0.66 -0.22 -0.40 0.1158
C 0.513 -2.721 5.440 -0.28 0.94 0.90 -0.0572
C 0.049 -3.064 4.033 0.83 -1.89 -1.20 -0.4824
C -1.487 -3.066 4.075 0.15 0.30 0.62 -0.0499
C 0.593 -4.542 3.740 -0.12 0.54 -1.40 -0.0192
C 0.506 -2.020 2.961 1.31 1.42 2.03 -0.4418
O -0.195 -0.860 3.388 -0.81 0.27 -0.57 -0.0575
C 2.031 -1.636 3.106 0.15 -0.61 -0.27 -0.0941
C 2.989 -2.817 2.718 0.11 1.68 -0.41 -0.1266
C 4.193 -2.214 2.007 1.17 -1.26 -1.33 -0.2141
C 4.485 -2.475 0.615 -1.64 0.55 2.18 -0.0304
C 5.697 -2.037 0.114 1.07 -0.66 -1.91 -0.1305
C 6.696 -1.504 0.903 -0.53 0.55 1.62 -0.6553
Cl 8.336 -1.275 0.334 -0.71 0.04 0.03 0.6508
C 6.354 -1.161 2.240 4.46 0.90 -1.22 -0.1187
C 5.165 -1.513 2.717 -2.55 -0.08 2.01 -0.0899
C 0.178 -2.413 1.526 0.71 0.66 -1.35 0.0015
N 0.292 -1.242 0.527 0.08 0.81 -0.38 -0.0445
C -0.642 -0.601 -0.258 2.81 -0.96 0.24 -0.1205
N -0.070 0.007 -1.296 1.04 -1.14 1.18 0.0000
C 1.300 -0.302 -1.112 -0.31 2.20 0.44 -0.1644
N 1.537 -0.889 0.052 -0.55 -1.31 -1.64 0.1127
H -0.167 -3.175 6.197 0.76 -0.09 -0.52 0.1047
H 0.412 -1.659 5.618 -0.34 0.45 -0.08 0.0794
H 1.565 -2.879 5.693 -0.18 -0.67 -0.27 0.0863
H -1.728 -3.821 4.846 -0.50 0.44 -0.56 0.0947
H -2.022 -3.229 3.132 0.32 -0.42 0.13 0.0802
H -1.772 -2.049 4.387 -0.20 -0.59 0.23 0.0859
H -0.233 -5.238 3.883 0.26 -0.21 0.18 0.0785
H 1.470 -4.821 4.299 -0.08 0.04 1.03 0.0641
H 1.039 -4.755 2.737 -1.00 0.52 0.20 0.0754
H 0.154 -0.014 3.060 0.23 -0.42 0.07 0.0357
H 2.326 -1.317 4.124 -0.80 -0.18 -0.31 0.1207
H 2.229 -0.724 2.484 -0.14 -0.94 0.18 0.1069
H 2.518 -3.381 1.931 -0.14 -0.68 0.18 0.0653
H 3.214 -3.456 3.616 0.01 0.63 -1.08 0.1381
H 3.668 -2.931 0.004 1.14 0.32 0.36 0.1151
H 5.986 -2.211 -0.941 -0.48 -0.02 0.64 0.1135
H 7.164 -0.685 2.901 -1.47 -0.69 -1.08 0.1387
H 4.942 -1.207 3.751 0.04 -0.40 -0.33 0.1278
H -0.796 -2.853 1.344 -0.27 0.20 0.34 0.1257
H 0.916 -3.167 1.173 -0.64 0.70 0.06 0.1192
H -1.639 -0.587 0.020 -1.83 -0.08 0.15 0.1192
H 2.082 0.197 -1.791 -1.27 -1.19 1.35 0.0672
```
Positions in Å, forces in eV/Å.

Values from the calculation:
frontier orbital gap (alpha / beta): 7.85 / 7.58 eV
⟨S²⟩: 3.76
charge: +1
lowest unoccupied orbital energy (alpha / beta): -2.53 / -2.79 eV
multiplicity: 4

Entry from the Open Molecules 2025 dataset: an isolated molecule of C3H5NOS2 in a non-equilibrium geometry (ωB97M-V/def2-TZVPD).

The geometry in XYZ format:
```
12
Properties=species:S:1:pos:R:3:forces:R:3:lowdin_charge:R:1
C -1.407 -0.375 0.098 -3.01 -2.29 -0.22 -0.8825
C 1.011 -0.468 -0.250 -1.18 -0.44 1.75 -0.1614
C 0.856 0.809 0.624 -2.47 -2.87 0.29 -0.2834
N -0.363 -1.053 -0.372 -0.23 -0.87 -0.12 -0.0714
O -1.039 1.912 -0.844 -0.01 0.57 0.24 -0.5203
S -3.099 -1.022 0.054 3.77 1.72 0.26 0.4329
S -0.922 1.340 0.522 0.58 -0.57 -0.87 0.9278
H 1.293 -0.112 -1.236 0.75 -0.77 -0.07 0.1161
H 1.643 -1.184 0.392 -0.49 0.88 -1.89 0.1471
H 1.163 0.635 1.628 -0.05 -0.15 0.95 0.0778
H 1.449 1.512 0.214 1.67 2.86 -1.24 0.0451
H -0.584 -1.994 -0.830 0.65 1.93 0.92 0.1723
```
Positions in Å, forces in eV/Å.

Values from the calculation:
frontier orbital gap: 8.42 eV
lowest unoccupied orbital energy: -0.07 eV
multiplicity: 1